No. 1
Below is a molecular structure, C16H15Br2O9PtS2, with properties calculated with the ωB97M-V functional and the def2-TZVPD basis.

```
45
Properties=species:S:1:pos:R:3:forces:R:3
C -3.63987 -1.40025 -1.60212 0.00 0.00 0.03
C 1.26093 -2.21878 -1.91510 -0.02 -0.06 -0.03
O -1.37400 2.16811 0.58988 -0.03 0.19 -0.67
H -3.79989 -2.20691 -2.31377 0.00 0.00 0.00
Br -3.89968 3.34443 -1.35618 0.00 -0.02 0.00
O -2.07736 0.31663 -1.63598 -0.23 -0.01 0.59
O 0.56525 3.14576 -0.23771 0.49 -0.28 0.13
C -2.23569 4.11969 -1.82008 -0.05 0.03 -0.03
H -2.27087 -3.62598 -1.07831 -0.01 0.02 0.01
H -2.38582 4.91020 -2.54668 0.03 0.02 0.02
C 3.39616 -4.01364 -1.74573 -0.01 0.00 0.00
H -1.69545 4.45491 -0.94363 0.01 0.00 0.01
H 3.50866 -3.62205 -2.75672 0.00 0.00 0.00
O -0.77208 4.44044 1.35421 -0.15 -0.10 0.03
O 1.87715 0.82642 -0.03023 0.29 0.05 0.24
H 1.26352 3.43782 5.51934 0.00 0.00 0.00
C 1.06583 1.14701 2.42217 -0.06 -0.03 -0.06
H 0.27304 4.28342 3.41721 -0.01 -0.01 0.01
H -3.89245 -1.76352 -0.60242 -0.01 0.01 0.00
O 0.37341 -0.11170 -2.29655 0.55 0.74 -0.39
C 0.17093 -1.37009 -1.91185 -0.10 0.01 -0.09
C -2.21248 -0.96648 -1.59390 0.22 -0.15 -0.32
Pt -0.42763 1.21271 -1.07012 -1.97 -0.75 1.59
H 4.00842 -4.89989 -1.62444 0.00 0.00 0.01
C 0.65701 3.27535 3.47282 -0.03 0.02 0.01
C 1.06925 -3.56373 -1.59804 0.06 0.05 -0.01
S -0.29268 3.15500 0.97259 0.39 0.40 -0.23
C -1.13232 -1.85436 -1.60022 -0.01 0.09 0.06
C 1.20456 2.78932 4.65630 0.01 -0.01 -0.01
S 1.20842 0.08029 1.01728 0.92 0.26 -0.57
H 1.96305 -0.34795 3.64028 -0.01 -0.01 0.00
O 2.04823 -4.44667 -1.52291 0.01 -0.02 -0.01
C 1.58615 0.66402 3.60737 0.06 0.03 0.01
H -4.28282 -0.55532 -1.83228 0.00 0.00 -0.01
C 1.64917 1.48516 4.72935 -0.01 0.01 -0.01
C 0.57931 2.46356 2.35562 -0.24 -0.09 0.06
O 1.78913 -1.15109 1.42688 -0.46 -0.17 0.21
Br -1.03432 2.89948 -2.79473 0.30 -0.19 -0.32
C -1.29076 -3.23658 -1.31842 0.01 -0.02 -0.02
C -0.22212 -4.07192 -1.31181 -0.07 -0.05 0.02
H 3.67629 -3.26093 -1.00877 0.00 0.00 -0.01
H 2.23062 -1.80188 -2.13861 -0.01 0.00 0.00
H -0.31873 -5.12130 -1.07396 0.01 0.00 0.00
H 2.05570 1.09552 5.65234 0.01 0.00 0.00
O -0.22316 -0.10425 0.44762 0.08 0.05 -0.25
```
Positions in Å, forces in eV/Å.

Output
Total charge = +1
HOMO-LUMO gap = 6.4989 eV
Highest occupied orbital energy = -12.08 eV

---

No. 2
Below is 6 unconnected molecules or ions with the total composition C20H54N2O12, with properties calculated with the ωB97M-V functional and the def2-TZVPD basis.

```
88
Properties=species:S:1:pos:R:3:forces:R:3
O -0.72427 -3.60640 1.35022 1.25 1.26 0.16
O 3.07125 -2.79123 -3.33346 -1.18 -0.45 -0.40
H -4.65141 -2.13313 2.96333 0.17 0.58 0.74
H 3.72077 3.60344 -0.18086 0.94 0.13 1.26
N 3.68940 -3.20532 -0.75015 -0.35 -1.08 -0.17
C 0.16199 6.32353 -3.91013 1.07 -0.91 3.56
H 2.80265 -1.41457 -4.92560 0.96 -0.11 0.48
H -2.86299 -0.18805 0.12321 0.58 -0.39 0.15
H 1.30753 0.45187 0.04512 0.59 -0.34 -0.44
C 2.58063 -1.66941 2.91227 1.03 -1.42 0.90
H 0.74428 -2.03416 0.12414 0.20 -0.35 0.10
H -5.01858 1.32994 -0.68963 -0.80 -0.62 0.66
H 1.12890 6.39006 -5.58852 0.00 -0.04 0.28
H 4.53648 -2.99958 -1.26028 -0.18 0.46 -0.58
C -4.24137 1.13430 0.04913 2.19 0.17 -0.18
H 5.04323 -4.10675 0.52144 0.31 -0.17 0.59
H 0.36647 0.49929 -1.42402 -0.55 0.37 0.03
C 4.14440 2.78595 -0.76424 -1.35 -0.69 1.78
O -4.80171 3.02557 1.22548 -0.31 1.16 -0.07
C -1.25702 -2.86718 0.24434 0.46 -0.03 -0.08
H -0.97019 2.22302 -0.25186 -0.02 1.03 0.23
C 0.90562 4.22923 0.27495 -0.28 0.72 0.76
H 0.65951 5.45759 -3.47341 0.23 -0.91 -0.48
H -0.12469 -1.68401 -1.29953 -0.58 -0.20 -0.12
H 3.40692 -3.93908 1.20214 -0.17 -0.43 -0.26
C -4.39808 1.71395 1.42995 -0.73 -0.80 0.19
C -6.62176 -2.16052 3.91127 1.52 -0.81 0.62
H -5.16427 3.48783 1.98473 0.11 -0.37 0.23
H 3.21818 -1.78433 3.78887 0.53 -0.08 0.13
O 3.34283 -1.39304 1.75607 -0.36 1.13 -1.12
O -6.30447 -1.49424 5.19052 -0.84 -0.55 -1.52
C 4.49824 -2.15797 1.35105 -0.67 -0.72 0.41
O -1.19923 6.00273 -1.81376 1.61 0.64 -0.97
H 4.92297 3.29405 -1.33324 0.14 -0.82 -0.49
H -1.92342 5.51407 -1.41580 -0.22 -0.10 -0.75
C 0.29763 0.59241 -0.34018 1.35 0.19 1.60
H 5.04683 -2.36222 2.27052 0.36 -0.29 -0.06
O -5.98577 -1.86920 1.48850 -1.37 -1.27 0.36
H 2.41480 -3.05059 -5.31985 -0.04 -0.35 0.11
H 0.81468 7.04788 -3.42289 -0.71 1.12 0.12
H 2.31205 -4.81132 -0.76291 0.15 -0.17 0.05
H 0.13922 4.45734 1.01569 -0.11 0.06 0.12
H 1.89855 -0.89260 3.25785 -0.02 0.40 -1.05
H -3.41439 1.64399 -0.44527 0.28 0.43 0.07
H -1.69477 5.23357 -3.67297 0.38 -0.26 -0.33
H -1.46282 -3.59138 -0.54387 0.13 0.01 -0.42
O 1.09356 2.82862 0.20111 -1.34 -0.67 -0.47
H 2.30777 2.38648 -0.82604 -0.57 0.08 0.13
H -6.34966 -3.19390 4.12618 -0.54 -0.14 0.01
O 2.99328 2.45844 -1.49424 0.71 -0.71 -1.93
H -0.12273 -0.45287 1.21862 -0.64 0.15 0.64
C -0.25240 -1.75734 -0.21952 -0.26 -0.53 0.43
C 4.16463 -3.46421 0.57887 -0.18 0.62 1.43
C -0.07081 1.92959 0.28953 0.79 0.71 -0.98
C 2.37002 -3.85846 -2.67481 0.29 -0.68 0.89
C 2.37682 -2.32615 -4.50631 0.41 0.21 -0.50
C 3.09732 -4.41665 -1.40766 -0.04 2.70 -0.61
H -0.27239 1.79037 1.35164 -0.22 -0.03 -0.02
H 3.81096 -5.19441 -1.67953 0.23 -0.06 0.16
C -1.62430 -4.43897 1.99519 -0.84 -0.87 -0.59
N -0.55547 -0.40278 0.30739 -0.21 -0.98 -0.51
H 1.38819 -3.55011 -2.31559 -0.13 0.47 -0.27
H -5.71153 -0.58166 2.95059 1.04 0.19 0.66
H 3.77211 0.49085 1.63162 0.14 -0.50 -0.63
H -1.84814 -5.28586 1.34652 -0.42 -0.19 -0.32
H 1.82137 4.71808 0.60742 0.26 -0.53 0.35
H 1.35078 -1.96538 -4.43430 -0.45 -0.66 1.01
O 0.22526 6.39525 -5.26449 -0.99 0.05 -1.90
C -5.63129 -1.66550 2.86713 -0.32 1.13 -1.66
H -3.52616 1.58158 2.07052 0.80 0.42 -0.49
H 0.67428 4.81541 -0.61441 -0.43 -0.86 -0.63
H -2.55886 -3.92107 2.21079 -0.15 0.04 0.24
H -1.23879 -4.93435 2.88630 0.45 0.70 0.15
H -2.00134 6.88722 -3.47300 0.49 0.61 -0.39
H 2.04952 -2.61952 2.85453 -0.33 0.01 -0.34
H -7.64498 -2.10798 3.53930 -0.11 0.33 0.39
O 3.95678 1.39643 1.37195 -0.27 1.92 0.55
H -6.66147 -0.60540 5.12634 0.00 0.20 0.09
H 5.11306 -1.55345 0.68423 -0.20 0.50 0.23
H 5.68987 1.75524 0.27524 0.31 -0.24 0.40
H -5.06978 1.05661 1.98206 -0.97 0.32 -0.09
O -3.81925 -0.21506 0.20350 -0.93 -0.21 -0.46
H 4.49288 0.57971 -0.32064 0.24 0.36 -1.14
H -2.23070 -2.45594 0.51070 -0.05 0.36 0.14
H 2.22821 -4.77198 -3.25228 -0.12 0.27 -0.98
H -5.53823 -1.26742 0.88920 0.56 0.17 0.36
C -1.22952 6.14044 -3.28666 -1.89 -0.21 0.87
C 4.62657 1.56100 0.13467 0.14 0.38 -0.42
```
Positions in Å, forces in eV/Å.

Output
HOMO-LUMO gap = 9.2950 eV
Highest occupied orbital energy = -8.87 eV